1.
# C26H71BBrN9O5P3

A cluster of 4 separate species, C26H71BBrN9O5P3 in total (ωB97M-V with the def2-TZVPD basis set, the OMol25 dataset).

Element x y z (Å)
C 0.928 -4.137 0.104
C 1.800 -2.925 -0.277
C 1.283 -1.566 0.237
C 2.473 -0.690 0.693
B 0.453 -0.770 -0.924
Br -0.023 1.195 -0.306
C -0.897 -1.494 -1.504
C -2.218 -1.227 -0.774
C -2.155 -1.706 0.682
C -3.438 -2.230 1.250
O -3.486 -3.141 2.035
O -4.604 -1.589 0.874
H 0.300 -4.467 -0.724
H 1.544 -4.997 0.375
H 0.300 -3.930 0.970
H 2.782 -3.102 0.173
H 1.959 -2.912 -1.358
H 0.711 -1.755 1.154
H 3.271 -1.286 1.147
H 2.853 -0.064 -0.113
H 2.130 -0.017 1.479
H 1.232 -0.636 -1.857
H -0.755 -2.574 -1.618
H -1.038 -1.111 -2.523
H -3.004 -1.802 -1.291
H -2.504 -0.180 -0.849
H -1.451 -2.533 0.728
H -1.740 -0.924 1.321
H -4.791 -1.807 -0.045
O 4.940 3.290 1.130
P 4.983 4.415 0.170
N 3.495 5.236 0.284
C 2.300 4.735 -0.384
C 3.232 5.687 1.640
N 5.205 3.637 -1.319
C 4.507 3.982 -2.540
C 5.521 2.210 -1.276
N 5.962 5.784 -0.238
C 7.219 5.843 0.515
C 5.396 7.118 -0.391
H 1.510 5.487 -0.302
H 1.926 3.789 0.021
H 2.467 4.609 -1.447
H 4.074 6.278 2.017
H 3.071 4.855 2.336
H 2.351 6.332 1.651
H 3.524 3.503 -2.601
H 5.089 3.651 -3.405
H 4.381 5.062 -2.640
H 4.632 1.584 -1.138
H 6.210 1.988 -0.467
H 6.002 1.930 -2.216
H 7.070 6.126 1.565
H 7.901 6.562 0.059
H 7.709 4.866 0.496
H 5.072 7.580 0.550
H 4.556 7.111 -1.077
H 6.176 7.748 -0.827
O -0.224 -8.527 5.784
P -0.927 -8.029 4.577
N -2.286 -9.052 4.361
C -2.147 -10.372 3.778
C -3.155 -9.047 5.525
N 0.245 -8.203 3.358
C -0.021 -8.727 2.038
C 1.606 -8.504 3.785
N -1.604 -6.606 3.908
C -1.332 -5.398 4.705
C -2.964 -6.556 3.379
H -3.144 -10.786 3.604
H -1.586 -11.074 4.412
H -1.668 -10.324 2.807
H -3.435 -8.022 5.786
H -2.682 -9.499 6.406
H -4.077 -9.588 5.301
H 0.008 -9.824 2.016
H 0.732 -8.364 1.334
H -0.988 -8.390 1.660
H 1.757 -9.570 4.003
H 1.868 -7.944 4.676
H 2.295 -8.211 2.990
H -1.919 -5.369 5.631
H -1.560 -4.507 4.121
H -0.273 -5.359 4.972
H -3.745 -6.606 4.147
H -3.140 -7.345 2.655
H -3.064 -5.602 2.857
O -1.204 4.706 -4.457
P -2.611 4.882 -4.028
N -2.703 6.463 -3.365
C -2.233 6.735 -2.019
C -2.280 7.477 -4.314
N -2.848 3.664 -2.895
C -3.533 3.841 -1.632
C -1.814 2.625 -2.778
N -4.230 4.822 -4.644
C -4.307 4.283 -6.007
C -5.166 5.926 -4.481
H -2.512 7.757 -1.748
H -1.145 6.629 -1.907
H -2.717 6.088 -1.295
H -2.842 7.382 -5.249
H -1.213 7.406 -4.559
H -2.485 8.472 -3.912
H -2.865 4.227 -0.855
H -3.917 2.881 -1.281
H -4.393 4.510 -1.728
H -0.973 2.955 -2.171
H -1.436 2.341 -3.756
H -2.235 1.732 -2.319
H -3.930 4.985 -6.761
H -5.338 4.030 -6.257
H -3.717 3.366 -6.076
H -4.932 6.811 -5.086
H -5.237 6.229 -3.441
H -6.150 5.559 -4.786

Force components x, y, z for each atom (eV/Å):
0.155 -0.122 -0.246
-0.091 -0.236 0.425
0.440 0.573 0.012
-0.441 -0.047 0.405
0.176 -1.108 -0.306
0.036 0.055 0.335
-0.167 1.001 -0.143
-0.140 -0.732 -0.120
0.092 -0.085 -0.484
0.227 -0.144 0.340
-0.179 0.200 0.040
-0.113 -0.287 0.163
-0.222 0.071 0.066
0.055 -0.034 -0.030
-0.089 0.054 -0.004
0.089 0.038 -0.064
-0.017 0.093 -0.048
-0.157 -0.110 -0.075
0.149 -0.017 -0.176
0.217 -0.116 -0.068
0.027 0.210 -0.088
0.003 0.216 0.080
0.080 -0.052 0.141
0.001 -0.083 -0.066
-0.085 0.052 -0.001
0.075 0.091 0.137
0.039 -0.063 0.143
-0.148 0.087 0.088
0.168 0.328 -0.169
1.862 0.950 1.302
-2.385 -0.265 -3.154
0.181 0.177 -0.537
-0.164 -0.223 -0.005
0.148 0.015 0.203
-0.227 -0.477 0.202
0.295 0.355 -0.193
-0.262 -0.178 0.109
0.491 -0.154 2.021
0.136 -0.283 -0.168
-0.091 0.090 -0.010
0.017 -0.002 0.170
-0.015 -0.015 0.039
0.034 -0.039 0.058
-0.008 -0.073 0.021
-0.044 0.012 -0.021
0.001 0.004 -0.073
0.055 -0.048 -0.101
0.048 -0.005 0.034
-0.033 0.009 0.113
0.012 -0.023 -0.034
-0.033 0.033 0.050
-0.042 0.077 -0.046
0.035 0.060 -0.019
-0.038 0.005 -0.058
-0.029 0.006 0.031
0.022 0.012 -0.021
-0.056 -0.069 0.053
0.035 -0.022 0.049
-0.347 1.968 1.078
-0.007 -2.138 -3.118
0.122 0.130 -0.571
0.139 -0.145 0.099
-0.013 0.177 0.197
0.319 -0.592 0.358
-0.149 0.481 -0.261
0.004 -0.259 0.107
-0.331 0.442 2.138
0.424 0.063 -0.144
-0.169 0.046 -0.140
-0.018 -0.006 0.124
-0.033 -0.008 0.003
0.024 0.007 0.071
0.054 -0.034 0.037
-0.019 -0.033 -0.027
0.013 0.006 -0.072
0.086 0.033 -0.086
0.010 0.044 0.030
-0.051 -0.022 0.104
0.045 0.002 -0.024
-0.053 -0.018 0.039
-0.064 -0.005 -0.062
-0.041 0.041 -0.036
-0.015 -0.043 -0.066
-0.024 -0.018 0.015
0.015 0.024 -0.012
0.061 -0.099 0.078
0.007 0.036 0.082
-0.663 -0.216 -2.304
-0.668 0.236 3.836
-0.521 -0.258 0.287
0.224 -0.043 0.055
0.040 -0.025 -0.245
0.537 -0.157 0.178
-0.566 -0.063 -0.170
0.268 0.347 -0.238
1.018 0.487 -1.790
0.093 -0.344 0.109
-0.035 0.114 0.036
0.080 0.042 -0.090
-0.006 0.027 -0.004
0.061 -0.020 -0.054
0.079 -0.027 0.001
-0.007 0.025 0.032
-0.043 -0.029 0.049
-0.031 -0.128 0.055
0.027 -0.027 -0.041
0.070 0.078 -0.065
0.031 -0.091 0.035
0.006 0.099 -0.034
-0.125 0.110 0.120
-0.069 0.003 -0.021
-0.021 0.002 0.066
0.019 0.033 -0.006
-0.037 -0.020 -0.003
0.098 0.018 0.014
0.032 -0.018 -0.054

The value obtained for the energy relative to the best compared isomer or geometry (same formula, charge and spin) is 0.0 kJ/mol. For the HOMO energy, the calculation gives -5.2567 eV. The value obtained for the calculated total energy is -150351.2468 eV. Its charge is -1. For the LUMO energy, the calculation gives 0.0835 hartree.

2.
# C26H72O10

A cluster of 10 separate species, C26H72O10 in total (ωB97M-V with the def2-TZVPD basis set, the OMol25 dataset).

Element x y z (Å)
C -1.952 -5.958 -1.860
C -2.068 -5.467 -3.329
O -2.128 -4.039 -3.337
C -2.507 -3.426 -4.546
C -1.387 -3.576 -5.593
H -0.988 -5.797 -1.378
H -2.632 -5.406 -1.210
H -2.083 -7.027 -1.692
H -1.269 -5.903 -3.929
H -2.972 -5.865 -3.790
H -3.429 -3.793 -4.997
H -2.644 -2.359 -4.371
H -1.124 -4.622 -5.749
H -0.477 -3.062 -5.284
H -1.573 -3.225 -6.608
C -0.518 2.154 5.841
C 0.951 1.862 5.533
C 1.962 2.525 6.446
O 1.112 0.459 5.613
H -0.705 1.682 6.805
H -1.264 1.714 5.178
H -0.722 3.224 5.838
H 1.073 2.126 4.483
H 3.011 2.322 6.230
H 1.770 2.262 7.486
H 1.760 3.591 6.344
H 0.290 0.092 5.945
C 4.899 -2.708 3.318
C 5.725 -1.415 3.499
C 6.885 -1.225 2.540
O 4.846 -0.305 3.236
H 4.100 -2.639 4.056
H 5.505 -3.604 3.454
H 4.485 -2.722 2.310
H 6.038 -1.377 4.543
H 7.561 -2.075 2.632
H 7.499 -0.348 2.746
H 6.527 -1.282 1.512
H 4.092 -0.430 3.817
C -0.430 4.672 -5.550
C 0.631 3.562 -5.549
C 0.611 2.900 -4.191
O 0.431 2.579 -6.543
H -0.328 5.286 -6.445
H -0.225 5.405 -4.770
H -1.450 4.288 -5.518
H 1.629 3.983 -5.673
H 0.872 3.660 -3.454
H 1.348 2.105 -4.078
H -0.364 2.441 -4.025
H 1.211 2.028 -6.640
C -0.978 1.089 0.295
C -0.869 -0.335 -0.364
C -0.266 -1.370 0.592
O -2.186 -0.642 -0.699
H -1.428 1.785 -0.414
H -0.016 1.493 0.609
H -1.683 1.046 1.126
H -0.275 -0.346 -1.278
H -0.781 -1.159 1.530
H 0.792 -1.148 0.729
H -0.432 -2.406 0.300
H -2.134 -1.435 -1.238
C 4.963 -3.915 -2.372
C 3.884 -3.247 -3.191
O 4.323 -1.996 -3.427
H 5.890 -4.006 -2.938
H 4.677 -4.920 -2.062
H 5.107 -3.429 -1.407
H 2.964 -3.168 -2.612
H 3.549 -3.739 -4.104
H 4.396 -1.620 -2.547
C -3.944 4.780 3.012
C -2.809 5.589 2.391
O -2.832 6.907 2.890
H -3.977 3.739 2.693
H -4.880 5.265 2.733
H -3.946 4.750 4.102
H -2.996 5.640 1.318
H -1.871 5.084 2.622
H -2.120 6.993 3.528
C -6.485 1.149 -2.998
C -5.864 2.073 -1.905
O -5.748 1.371 -0.686
H -5.918 0.233 -3.164
H -6.448 1.737 -3.915
H -7.525 0.918 -2.766
H -6.454 2.987 -1.843
H -4.854 2.370 -2.186
H -4.998 0.798 -0.862
C 5.957 2.913 -0.595
C 4.713 2.285 -1.088
O 4.497 1.001 -0.525
H 6.855 2.371 -0.894
H 5.943 2.867 0.494
H 6.059 3.971 -0.835
H 4.748 2.130 -2.166
H 3.899 2.961 -0.824
H 4.552 1.028 0.433
C -4.786 -2.146 3.576
C -5.279 -3.478 4.052
O -4.277 -4.119 4.749
H -5.671 -1.573 3.296
H -4.212 -2.333 2.669
H -4.190 -1.564 4.279
H -5.614 -4.079 3.206
H -6.151 -3.356 4.694
H -4.454 -5.061 4.694

Force components x, y, z for each atom (eV/Å):
0.247 0.504 0.133
-0.294 -0.386 0.829
-0.020 -0.323 0.456
1.104 0.177 -1.425
0.461 -0.230 -0.173
0.383 0.413 -0.532
-0.371 -0.119 -0.215
-0.475 -0.048 -0.549
0.434 0.405 -0.022
-0.396 -0.003 0.116
-0.321 -0.407 0.409
-0.084 -0.076 0.400
-0.025 -0.135 0.220
-0.006 -0.016 0.259
-0.624 0.320 0.142
0.229 0.351 0.581
-0.714 -0.625 -0.632
-0.800 0.747 -0.016
0.312 -0.825 -0.079
-0.264 0.500 0.447
0.484 -0.203 -0.500
-0.027 0.013 0.399
0.581 0.249 -0.108
-0.209 -0.139 -0.295
-0.053 -0.131 0.021
0.413 0.268 0.166
0.085 -0.227 -0.031
0.761 0.789 -0.200
-0.583 0.139 -0.606
0.267 -1.139 0.255
0.161 -0.076 0.231
-0.125 -0.450 -0.072
-0.092 -0.021 0.213
-0.128 -0.022 0.024
0.317 0.110 0.096
0.115 -0.150 0.124
-0.411 0.195 -0.138
-0.050 0.468 -0.034
-0.306 0.239 0.038
0.698 0.151 -1.178
0.236 -0.174 1.022
0.269 -0.134 0.338
-0.831 0.223 -0.824
-0.163 -0.211 -0.358
-0.157 -0.412 0.417
0.099 -0.052 0.240
0.064 0.430 -0.187
-0.352 -0.108 0.333
0.150 -0.057 -0.239
-0.092 0.219 0.266
0.081 0.105 0.194
0.229 -0.864 -0.844
0.750 1.029 0.787
-0.444 1.097 0.339
-1.044 -0.535 -0.384
0.136 -0.035 -0.187
-0.017 -0.128 0.105
0.189 -0.208 0.200
0.240 0.515 -0.151
0.126 -0.508 0.330
0.069 -0.235 0.010
0.069 0.093 -0.159
-0.374 -0.244 -0.107
-0.329 -1.770 0.126
-0.969 -1.735 1.202
0.556 2.977 -1.068
0.046 0.253 0.152
-0.071 -0.322 -0.204
0.189 0.523 -0.210
-0.354 -0.398 0.364
0.672 -0.135 -0.207
0.246 0.687 -0.115
-0.474 0.079 0.028
-0.754 -0.867 0.496
0.338 0.449 0.128
0.093 0.034 -0.321
-0.132 -0.143 -0.052
0.385 0.227 0.090
0.371 -0.073 -0.077
0.271 0.137 -0.337
-0.094 0.137 0.037
0.411 1.267 0.270
-0.077 -1.082 -1.163
-0.182 0.307 0.316
0.031 0.013 0.194
-0.193 -0.174 -0.300
0.092 -0.071 0.051
-0.139 -0.166 0.560
0.047 0.210 -0.411
0.104 -0.336 0.519
1.221 0.182 0.853
-0.531 -0.166 -0.094
-0.077 -0.399 -0.386
0.007 0.050 -0.199
0.029 0.076 0.234
-0.070 -0.053 -0.305
-0.214 0.067 0.007
-0.423 -0.050 -0.253
0.052 0.159 0.195
-0.338 0.127 -0.937
-1.023 0.588 0.093
1.178 -1.099 0.577
0.123 0.296 -0.110
0.250 0.370 0.020
-0.115 -0.304 0.188
-0.017 0.014 -0.273
-0.256 0.110 0.191
0.211 -0.088 0.239

The value obtained for the energy relative to the best compared isomer or geometry (same formula, charge and spin) is 265.9 kJ/mol. For the HOMO energy, the calculation gives -9.9341 eV. The value obtained for the calculated total energy is -48600.8643 eV. Its charge is 0. As for the SMILES: CC(C)O.CC(C)O.CC(C)O.CC(C)O.CCOCC.CCO.CCO.CCO.CCO.CCO. For the LUMO energy, the calculation gives 0.0130 hartree.

Listing M for the structures above in their given order: 773.6; 544.9 Da.